Entry 1:
C14H28BrClN3O7P2 | ωB97M-V/def2-TZVPD

Last column: Mulliken charge in e.
Geometry (Å):
C (-2.76842, 2.89857, 1.81880)  -0.718
C (-2.74868, 2.87859, 3.38932)  -0.318
O (-3.27191, 1.64816, 3.97264)  -0.380
P (-2.34037, 0.31667, 3.55993)  0.771
O (-0.90226, 0.71196, 3.21444)  -0.687
C (-3.19727, -0.50104, 2.09408)  -0.670
C (-2.20239, -1.45993, 1.31382)  -0.659
C (-2.14033, -1.02137, -0.20588)  -1.019
C (-0.68243, -0.95112, -0.79993)  -0.043
C (-0.41711, -0.15270, -2.14203)  -0.223
Cl (-1.33908, 1.37438, -2.47294)  -0.122
N (1.07064, -0.05542, -2.04622)  -0.060
C (1.57305, -0.66959, -0.84254)  0.400
N (2.75717, -1.17313, -0.61412)  -0.123
P (3.20192, -1.84505, 0.97336)  0.385
O (4.55767, -1.27916, 1.33307)  -0.568
N (0.43113, -0.56982, 0.09116)  -0.132
Br (0.57157, 1.29490, 0.48371)  0.108
O (-2.24461, -0.84496, 4.76175)  -0.345
C (-3.11008, -0.57399, 5.90308)  -0.278
C (-4.57411, -1.02710, 5.53043)  -0.940
H (-3.72539, 2.51095, 1.37191)  0.246
H (-1.93070, 2.29870, 1.38367)  -0.022
H (-2.64351, 3.96385, 1.46912)  0.413
H (-3.36336, 3.75884, 3.73375)  0.343
H (-1.71504, 3.06986, 3.79415)  0.294
H (-3.67186, 0.28974, 1.46209)  0.368
H (-4.03951, -1.11212, 2.53515)  0.444
H (-1.19124, -1.53673, 1.80098)  0.406
H (-2.65667, -2.49033, 1.38040)  0.355
H (-2.66139, -0.04556, -0.40979)  0.447
H (-2.71002, -1.79584, -0.79488)  0.404
H (-0.50077, -2.01190, -1.13635)  0.342
H (-0.76006, -0.81847, -2.97990)  0.390
H (1.43070, -0.54765, -2.87158)  0.058
H (3.47600, -1.16741, -1.34214)  0.304
H (2.14189, -1.45057, 1.85300)  0.134
H (3.18557, -3.26275, 0.87994)  0.159
H (-3.01567, 0.49631, 6.21053)  0.302
H (-2.71430, -1.21327, 6.74413)  0.320
H (-5.15465, -1.30512, 6.44368)  0.379
H (-4.47934, -1.93409, 4.86842)  0.239
H (-5.06203, -0.20942, 4.93346)  0.241
C (6.23471, 0.58671, -5.69508)  -1.452
C (4.76460, 0.30088, -5.89757)  0.486
C (3.85483, 1.32057, -5.27716)  -0.467
O (2.66286, 0.55729, -5.06236)  -0.267
C (3.05536, -0.72824, -4.88855)  0.707
O (2.34024, -1.60673, -4.49303)  -0.603
O (4.35912, -0.89382, -5.21478)  -0.334
H (6.46622, 0.72732, -4.63660)  0.351
H (6.83885, -0.25376, -6.04045)  0.360
H (6.53516, 1.48249, -6.24034)  0.387
H (4.55139, 0.16542, -6.96257)  0.270
H (3.66526, 2.17185, -5.92948)  0.320
H (4.20869, 1.68412, -4.30770)  0.295

- Net charge: +1
- E: -134911.164 eV
- Spin multiplicity: 1
- Maximum force: 0.098 hartree/bohr
- Orbital gap: 8.28 eV


Entry 2:
C18H18AsBeF11N2Te | ωB97M-V/def2-TZVPD

Last column: Mulliken charge in e.
Geometry (Å):
Be (1.06436, 0.00460, -0.55870)  -0.727
F (1.83516, 2.86820, 0.39728)  -0.388
C (1.28484, 2.82495, -0.85204)  0.819
C (0.79367, 1.62082, -1.33159)  0.049
C (0.21904, 1.73399, -2.59169)  0.796
F (-0.31675, 0.63941, -3.18652)  -0.247
C (0.13142, 2.90959, -3.31640)  -0.384
F (-0.45477, 2.92789, -4.51156)  -0.279
C (0.65874, 4.07381, -2.78470)  0.911
F (0.58743, 5.21317, -3.45318)  -0.288
C (1.25239, 4.02691, -1.53456)  -0.383
F (1.76827, 5.12898, -0.99438)  -0.282
F (2.56696, -0.29730, -0.25764)  -0.355
As (3.92221, -1.76704, -0.14664)  2.090
F (4.03669, -1.26536, 1.51060)  -0.500
F (5.01591, -0.56126, -0.59660)  -0.428
F (3.49156, -2.06519, -1.77053)  -0.451
F (4.98502, -3.05773, -0.00442)  -0.411
F (2.52008, -2.70030, 0.37209)  -0.447
C (1.17729, 0.77952, 3.52413)  -1.051
C (1.62075, 0.40974, 2.10163)  -0.638
N (0.43357, 0.06285, 1.27713)  0.804
C (-0.07523, -1.24492, 1.74732)  -0.175
C (-0.16928, -1.24434, 3.28525)  -0.988
N (-0.18118, 0.18515, 3.73228)  0.115
C (-1.18208, 0.94879, 2.92303)  -0.872
C (-0.62406, 1.07129, 1.48910)  -0.486
H (1.10095, 1.85722, 3.66240)  0.298
H (1.86332, 0.37875, 4.26763)  0.441
H (2.29114, -0.44603, 2.10878)  0.500
H (2.15433, 1.23837, 1.65105)  0.618
H (0.59108, -2.04064, 1.41746)  0.306
H (-1.05132, -1.41161, 1.29376)  0.067
H (0.68778, -1.73677, 3.74134)  0.309
H (-1.07797, -1.73427, 3.62899)  0.455
H (-0.42413, 0.23687, 4.71998)  0.310
H (-1.33253, 1.92837, 3.37230)  0.426
H (-2.12772, 0.41016, 2.95645)  0.294
H (-0.20201, 2.05737, 1.31128)  0.466
H (-1.41762, 0.91788, 0.75913)  0.267
Te (0.24249, -1.88447, -1.87036)  0.572
C (-1.83714, -1.93540, -2.19559)  0.427
C (-2.27478, -2.47382, -3.40488)  -0.666
C (-3.62879, -2.59376, -3.66656)  -0.640
C (-4.56361, -2.20387, -2.71686)  -0.438
C (-4.13352, -1.67449, -1.50674)  -0.707
C (-2.78069, -1.53507, -1.25137)  0.200
H (-1.55336, -2.78802, -4.14939)  0.385
H (-3.95437, -2.99668, -4.61622)  0.387
H (-5.62094, -2.31295, -2.91507)  0.396
H (-4.85478, -1.37276, -0.75835)  0.388
H (-2.45782, -1.11063, -0.30781)  0.136

- <S²>: 0.757
- Net charge: +1
- E: -120360.989 eV
- Spin multiplicity: 2
- Maximum force: 0.026 hartree/bohr
- Orbital gap (spin up / spin down): 8.35 / 6.47 eV


Entry 3:
CHCl4P | ωB97M-V/def2-TZVPD

Last column: Mulliken charge in e.
Geometry (Å):
C (1.02583, -0.52434, 0.05371)  0.175
P (-1.98706, 0.19740, -0.70266)  0.147
Cl (1.93766, -1.28175, -1.33565)  -0.120
Cl (1.42761, 1.17293, 0.25639)  -0.055
Cl (1.23892, -1.53499, 1.51594)  -0.102
Cl (-1.52804, 2.09944, -0.46576)  -0.123
H (-2.11493, -0.12868, 0.67803)  0.079

- E: -60429.072 eV
- Spin multiplicity: 1
- Maximum force: 0.035 hartree/bohr
- Orbital gap (spin up / spin down): 8.07 / 6.99 eV
- Relative energy (zero: lowest compared OMol25 entry of this formula, charge and spin): 54.7 kcal/mol


Entry 4:
C3H10N2O | ωB97M-V/def2-TZVPD

Last column: Mulliken charge in e.
Geometry (Å):
C (2.02997, -0.11334, 0.88741)  -0.421
N (2.08087, 0.33668, -0.28538)  -0.289
O (2.60930, -0.51951, -1.24676)  -0.374
H (2.37635, -1.10011, 1.17917)  0.366
H (1.62533, 0.54307, 1.63634)  0.323
H (2.58233, -0.01603, -2.07107)  0.353
C (-1.90488, 0.69722, 0.77777)  -1.152
C (-1.31941, -0.47592, 0.00211)  -0.158
N (-0.80555, -0.00925, -1.27437)  -0.704
H (-2.65899, 1.19398, 0.17492)  0.321
H (-1.12634, 1.41829, 1.01627)  0.287
H (-2.36143, 0.35287, 1.70249)  0.342
H (-2.10381, -1.20934, -0.20406)  0.370
H (-0.54792, -0.97143, 0.62073)  0.167
H (-0.05679, 0.65814, -1.11429)  0.330
H (-0.41903, -0.78530, -1.80128)  0.237

- SMILES: C=NO.CCN
- E: -8298.750 eV
- Spin multiplicity: 1
- Maximum force: 0.021 hartree/bohr
- Orbital gap: 10.00 eV
- Relative energy (zero: lowest compared OMol25 entry of this formula, charge and spin): 63.5 kcal/mol